(1)
Molecular formula: C35H48AsBBrCl3N6O2PS2Si3Ti
Method: DFT, ωB97M-V/def2-TZVPD

Properties
ΔE to the lowest compared entry with this formula, charge and spin = 0.0 kcal/mol
strongest force on any atom = 1.11 eV/Å
HOMO energy (alpha / beta) = -5.2 / -5.1 eV
E_LUMO (alpha / beta) = 1.2 / 1.1 eV
total charge = -1

Each line ends with the Löwdin charge.
Positions of all 104 atoms, in Å:
Ti -0.485 0.908 -0.399  0.764
B 1.133 3.574 1.479  -0.443
N 1.159 2.118 2.021  -0.074
C 1.807 1.729 3.122  -0.088
C 1.429 0.437 3.443  -0.044
C 0.523 0.098 2.450  -0.299
N 0.353 1.113 1.603  -0.176
N 1.271 3.548 -0.064  -0.055
C 1.898 4.448 -0.823  -0.076
C 1.709 4.131 -2.157  -0.036
C 0.940 2.978 -2.130  -0.168
N 0.676 2.634 -0.861  -0.051
H 2.091 4.150 1.936  0.078
H 0.103 4.120 1.790  0.064
H 2.483 2.411 3.611  0.124
H 1.773 -0.173 4.259  0.101
H -0.011 -0.819 2.300  0.030
H 2.448 5.248 -0.357  0.124
H 2.107 4.632 -3.021  0.099
H 0.589 2.363 -2.940  0.094
Br -1.910 2.165 3.386  0.931
C -2.287 3.109 1.799  -0.688
C -2.948 4.316 2.006  -0.113
C -3.297 5.084 0.919  -0.029
C -3.021 4.589 -0.342  0.024
C -2.401 3.365 -0.443  -0.188
N -1.986 2.620 0.598  0.079
C -2.224 2.749 -1.803  -0.580
O -2.597 3.327 -2.795  0.118
O -1.694 1.562 -1.763  -0.199
H -3.160 4.629 3.017  0.095
H -3.794 6.036 1.055  0.114
H -3.294 5.097 -1.256  0.127
S 2.952 0.677 -3.412  0.268
P 3.451 0.029 -1.630  0.132
S 2.069 -0.313 -0.177  0.439
C 4.690 1.162 -0.901  -0.371
C 5.963 1.230 -1.461  -0.091
C 6.892 2.136 -0.975  -0.092
C 6.553 2.992 0.066  -0.101
C 5.285 2.930 0.624  -0.084
C 4.359 2.011 0.146  -0.103
C 4.383 -1.543 -1.723  -0.391
C 4.600 -2.162 -2.945  -0.133
C 5.303 -3.360 -3.005  -0.087
C 5.795 -3.936 -1.844  -0.099
C 5.587 -3.313 -0.618  -0.090
C 4.882 -2.123 -0.557  -0.103
H 6.223 0.575 -2.285  0.107
H 7.883 2.179 -1.412  0.097
H 7.279 3.703 0.442  0.094
H 5.010 3.593 1.436  0.098
H 3.377 1.938 0.592  0.051
H 4.203 -1.700 -3.840  0.042
H 5.459 -3.844 -3.961  0.099
H 6.337 -4.872 -1.891  0.095
H 5.969 -3.761 0.290  0.097
H 4.703 -1.643 0.398  0.097
C -4.606 -0.108 2.758  -0.232
Si -3.288 -1.423 2.487  0.300
C -2.157 -1.481 3.994  -0.225
C -4.239 -3.036 2.575  -0.202
As -2.086 -1.190 0.425  0.857
Si -0.893 -3.312 0.334  0.271
C 0.220 -3.308 1.868  -0.227
C -2.008 -4.801 0.570  -0.285
C 0.349 -3.493 -1.036  -0.252
Si -3.970 -0.895 -1.078  0.285
C -3.691 -0.631 -2.900  -0.256
C -4.625 0.806 -0.513  -0.217
C -5.332 -2.131 -0.704  -0.256
H -4.984 -0.255 3.775  0.035
H -5.439 -0.243 2.068  0.021
H -4.258 0.919 2.679  -0.035
H -2.791 -1.396 4.882  0.035
H -1.414 -0.689 4.030  -0.023
H -1.637 -2.439 4.059  0.015
H -4.751 -3.031 3.544  0.036
H -3.597 -3.913 2.540  0.008
H -4.991 -3.131 1.794  0.013
H -0.260 -3.079 2.821  -0.005
H 1.080 -2.650 1.725  0.008
H 0.608 -4.330 1.943  0.036
H -1.999 -5.147 1.607  0.017
H -1.595 -5.593 -0.061  0.030
H -3.022 -4.631 0.221  -0.036
H 1.032 -2.647 -1.088  -0.035
H -0.136 -3.665 -1.993  -0.029
H 0.947 -4.371 -0.762  0.045
H -2.840 0.018 -3.108  0.000
H -4.592 -0.110 -3.247  0.041
H -3.574 -1.575 -3.423  -0.048
H -4.436 1.539 -1.300  0.022
H -4.202 1.183 0.414  -0.014
H -5.710 0.748 -0.382  0.035
H -4.935 -3.133 -0.567  -0.027
H -5.982 -2.165 -1.584  0.036
H -5.938 -1.827 0.153  0.012
Cl -1.118 -1.346 -5.268  0.649
C 0.046 -1.533 -4.020  -1.160
Cl 1.390 -2.543 -4.345  0.654
Cl -2.841 -3.646 -2.161  -0.118
C -0.106 -0.908 -2.869  -0.348
N -0.215 -0.292 -1.851  -0.065

(2)
Molecular formula: C35H48AuBrF5PTe
Method: DFT, ωB97M-V/def2-TZVPD

Properties
ΔE to the lowest compared entry with this formula, charge and spin = 24.2 kcal/mol
strongest force on any atom = 1.98 eV/Å
HOMO energy = -7.4 eV
E_LUMO = -0.7 eV

Each line ends with the Löwdin charge.
Positions of all 92 atoms, in Å:
Au 1.610 0.491 -0.431  0.795
C 2.677 -8.006 -2.139  -0.052
C 2.319 -6.595 -1.749  -0.269
C 1.621 -5.763 -2.613  -0.020
C 1.250 -4.472 -2.249  -0.320
C 0.497 -3.629 -3.246  -0.102
C 1.574 -4.010 -0.964  -0.510
Te 0.722 -2.191 -0.278  1.033
C 2.336 -4.808 -0.098  -0.322
C 2.818 -4.364 1.262  -0.089
C 2.684 -6.093 -0.510  -0.025
H 2.327 -8.239 -3.144  0.071
H 2.227 -8.720 -1.447  0.080
H 3.757 -8.156 -2.106  0.080
H 1.350 -6.128 -3.598  0.113
H 0.578 -4.060 -4.244  0.075
H 0.887 -2.612 -3.273  0.036
H -0.561 -3.567 -2.982  0.070
H 2.616 -3.312 1.439  0.002
H 3.895 -4.521 1.341  0.083
H 2.335 -4.948 2.049  0.083
H 3.256 -6.719 0.169  0.123
F 4.303 -0.236 0.146  0.044
C 3.601 0.072 -0.977  -0.488
F 4.212 1.156 -1.522  0.041
C 3.850 -1.081 -1.984  -0.621
F 3.789 -2.269 -1.384  0.125
F 2.930 -1.059 -2.962  0.110
F 5.054 -0.976 -2.553  0.163
Br 2.880 7.024 0.520  0.726
C 2.695 5.156 0.261  -0.700
C 2.635 4.319 1.362  -0.123
C 2.418 2.958 1.166  -0.123
C 2.241 2.444 -0.113  -0.302
C 2.397 3.291 -1.205  -0.139
C 2.620 4.651 -1.026  -0.131
H 2.756 4.721 2.359  0.102
H 2.396 2.307 2.033  0.093
H 2.351 2.897 -2.213  0.105
H 2.725 5.307 -1.880  0.106
C -4.881 -0.933 0.143  -0.194
C -3.970 -1.482 1.258  -0.179
C -2.490 -1.215 0.947  -0.251
C -2.373 0.165 0.285  -0.418
C -2.947 0.058 -1.143  -0.192
C -4.138 -0.918 -1.192  -0.185
P -0.710 0.965 0.310  0.996
C -0.430 1.477 2.072  -0.413
C -1.650 1.940 2.909  -0.180
C -2.056 0.909 3.961  -0.191
C -0.924 0.686 4.975  -0.184
C 0.463 0.770 4.309  -0.185
C 0.383 0.407 2.828  -0.237
C -0.985 2.613 -0.508  -0.424
C -0.926 2.537 -2.045  -0.206
C -0.677 3.936 -2.642  -0.178
C -1.283 5.043 -1.764  -0.190
C -2.551 4.527 -1.086  -0.186
C -2.207 3.435 -0.057  -0.184
H -5.201 0.086 0.383  0.111
H -5.785 -1.538 0.066  0.107
H -4.120 -2.558 1.369  0.112
H -4.238 -1.018 2.212  0.103
H -2.110 -1.969 0.262  0.032
H -1.896 -1.292 1.856  0.078
H -2.984 0.857 0.869  0.091
H -2.166 -0.282 -1.829  0.110
H -3.281 1.040 -1.479  0.095
H -3.794 -1.930 -1.419  0.115
H -4.814 -0.622 -1.995  0.110
H 0.226 2.337 1.931  0.076
H -2.504 2.179 2.277  0.079
H -1.381 2.867 3.425  0.124
H -2.312 -0.034 3.474  0.087
H -2.954 1.252 4.478  0.113
H -1.052 -0.291 5.446  0.108
H -0.990 1.434 5.769  0.107
H 1.163 0.105 4.817  0.111
H 0.863 1.786 4.399  0.113
H -0.068 -0.583 2.719  0.089
H 1.385 0.335 2.399  0.079
H -0.080 3.141 -0.197  0.081
H -1.868 2.149 -2.429  0.091
H -0.142 1.844 -2.362  0.090
H -1.122 3.975 -3.638  0.112
H 0.392 4.112 -2.758  0.081
H -1.505 5.919 -2.374  0.110
H -0.567 5.360 -0.998  0.110
H -3.221 4.125 -1.852  0.114
H -3.082 5.338 -0.585  0.110
H -3.084 2.797 0.081  0.095
H -1.985 3.902 0.905  0.110

- What is the strongest force on any atom in the first record?
  1.11 eV/Å